Entry 1
ORCA calculation (ωB97M-V/def2-TZVPD) on one molecule with the formula C4H6.

Each line ends with the Löwdin charge.
Positions of all 10 atoms, in Å:
C: 0.97222 0.59322 0.00104  -0.0004
C: 1.83584 -0.38457 0.15643  -0.0542
C: -0.60879 0.59968 -0.24278  -0.3220
C: -1.59214 -0.37878 0.22254  0.0295
H: 1.64868 -1.28817 -0.28381  0.0206
H: 2.86559 -0.18570 0.40720  0.0454
H: -0.95165 1.71566 -0.00891  0.1355
H: -0.50585 0.67684 -1.27002  0.0598
H: -1.25045 -1.35772 0.16645  0.0232
H: -2.41345 0.00954 0.85185  0.0627

## Properties
* HOMO-LUMO gap (spin up / spin down): 0.311 / 0.318 Ha
* net charge: 0



Entry 2
ORCA calculation (ωB97M-V/def2-TZVPD) on one molecule with the formula C4H6.

Each line ends with the Löwdin charge.
Positions of all 10 atoms, in Å:
C: -1.87128 -0.13358 -0.01445  0.0150
C: -0.67302 0.52302 0.13441  -0.1653
C: 0.57558 -0.33460 0.13502  -0.2187
C: 1.86070 0.10748 -0.02448  -0.0114
H: -2.86797 0.29773 -0.05128  0.0528
H: -1.69460 -1.17801 -0.10608  0.0324
H: -0.38730 1.54260 -0.04982  0.0817
H: 0.47258 -1.45119 0.07237  0.0997
H: 1.88476 1.22333 -0.05509  0.0605
H: 2.70054 -0.59677 -0.04062  0.0534

## Properties
* HOMO-LUMO gap: 0.361 Ha
* net charge: 0
* SMILES: C=CC=C



Entry 3
ORCA calculation (ωB97M-V/def2-TZVPD) on C4H6 as an isolated structure.

Each line ends with the Löwdin charge.
Positions of all 10 atoms, in Å:
C: -1.36865 -0.47609 -0.05063  -0.1822
C: -0.32351 0.66563 0.00724  -0.2810
C: 1.26567 0.10607 0.09849  -0.1240
C: 2.43900 -0.21041 0.07193  0.0174
H: -0.87811 -1.52454 -0.53788  0.1293
H: -1.47262 -0.69380 1.26626  0.1478
H: -2.24561 0.06932 -0.39640  0.0403
H: -0.10919 1.16020 -1.01999  0.1101
H: -0.81626 1.26001 0.82462  0.0948
H: 3.50928 -0.35639 -0.26364  0.0476

## Properties
* HOMO-LUMO gap: 0.402 Ha
* net charge: 0



Entry 4
ORCA calculation (ωB97M-V/def2-TZVPD) on a 2-piece molecular cluster, C4H6 overall.

Each line ends with the Löwdin charge.
Positions of all 10 atoms, in Å:
C: 2.76009 -2.22494 1.18465  -0.0153
C: 1.91711 -1.42952 0.87641  -0.0145
H: 3.54311 -2.92006 1.38210  0.0137
H: 1.02854 -0.89275 0.45795  0.0123
C: -1.45465 0.78038 -0.18095  -0.0816
C: -1.64179 1.69403 -1.12544  -0.0830
H: -0.55057 0.15418 -0.18889  0.0131
H: -2.16275 0.66388 0.66361  0.0604
H: -0.93556 1.81083 -1.94541  0.0469
H: -2.50353 2.36396 -1.12404  0.0482

## Properties
* HOMO-LUMO gap: 0.425 Ha
* net charge: 0
* SMILES: C#C.C=C



Order of stability, best first: entry 2, entry 4, entry 3, entry 1



Entry 1
ORCA calculation (ωB97M-V/def2-TZVPD) on one molecule with the formula C4H6.

Each line ends with the Löwdin charge.
Positions of all 10 atoms, in Å:
C: -1.78282 -0.15313 -0.04865  -0.0212
C: -0.61872 0.49221 -0.02132  -0.1854
C: 0.60565 -0.36343 0.03540  -0.2093
C: 1.85827 0.08350 -0.03321  -0.0031
H: -2.76561 0.38362 0.05777  0.0688
H: -1.92001 -1.21750 -0.04412  0.0477
H: -0.54082 1.59446 0.10537  0.1121
H: 0.44904 -1.43228 0.06024  0.0914
H: 1.98492 1.15621 -0.06438  0.0515
H: 2.73008 -0.54364 -0.04710  0.0475

## Properties
* HOMO-LUMO gap: 0.376 Ha
* net charge: 0
* SMILES: C=CC=C



Entry 2
ORCA calculation (ωB97M-V/def2-TZVPD) on C4H6 as an isolated structure.

Each line ends with the Löwdin charge.
Positions of all 10 atoms, in Å:
C: -0.61814 -1.11677 0.43300  -0.1346
C: 0.68123 -0.48431 0.11930  -0.0366
C: 1.31338 0.65061 -0.03761  -0.2210
C: 0.11077 1.23696 -0.51168  -0.0661
H: -0.42519 -2.11318 0.85100  0.0649
H: -1.24633 -1.35392 -0.43420  0.0848
H: -1.17377 -0.51098 1.14770  0.0804
H: 2.28618 1.11128 -0.18820  0.0905
H: -0.23355 1.03601 -1.52823  0.0720
H: -0.69457 1.54431 0.14890  0.0658

## Properties
* HOMO-LUMO gap: 0.323 Ha
* net charge: 0



Order of stability, best first: entry 1, entry 2